Formula: C9H12ClF9N2O5RuS
Source: OMol25
Level of theory: ωB97M-V/def2-TZVPD

Results
* net charge: +2
* E_tot: -73115.9128 eV
* highest occupied orbital energy (spin up / spin down): -16.85 / -16.85 eV

Element x y z (Å)
Ru 0.2373 0.2534 -0.1914
Cl 0.2504 1.8243 1.9482
S -1.9764 0.0960 -0.2700
F 0.8304 0.4542 -2.3081
F 1.9631 -2.5144 -2.6070
F 4.6432 -1.3763 -2.1260
F 2.2235 -2.9246 -0.5107
F 4.4054 -1.6262 0.0152
F 2.5616 -0.0939 -3.5461
F 2.7278 1.5174 -2.1294
F 0.5068 -1.7519 -1.1627
F 4.7039 0.3457 -0.8040
O 1.4410 2.1191 2.5910
O 0.4037 2.0620 0.3868
O 0.0376 0.3107 1.8099
O -0.9034 2.4577 2.3918
O 2.0691 -0.1420 -0.0117
N -2.7479 0.9976 -2.6752
N -2.3593 -1.3050 -2.5206
C -2.1086 -1.5731 -3.9474
C 2.2792 0.3142 -2.3482
C -2.4439 -2.5048 -1.6687
C -3.6533 0.9302 -3.8401
C 1.9052 -2.0338 -1.3965
C -2.4956 2.3680 -2.1944
C -2.3755 -0.0835 -2.0183
C 4.1569 -0.8391 -1.0109
C 2.6100 -0.6638 -1.1879
H -2.5199 3.0273 -3.0581
H -3.0887 -2.3261 -0.8124
H -1.3408 -2.3441 -3.9994
H -2.8924 -3.2949 -2.2666
H -1.7434 -0.6786 -4.4419
H -3.2732 2.6743 -1.4938
H -4.4147 1.6944 -3.6963
H -3.0060 -1.9376 -4.4445
H -3.1153 1.1320 -4.7647
H -1.5183 2.4531 -1.7315
H -1.4566 -2.8306 -1.3425
H -4.1380 -0.0390 -3.8831

Here are the Löwdin charges for atoms 1 to 6, given in e: 1.30 0.83 0.90 -0.01 0.25 0.22



Formula: C7H10
Source: OMol25
Level of theory: ωB97M-V/def2-TZVPD

Results
* E_tot: -7419.3640 eV
* highest occupied orbital energy: -8.55 eV
* relative energy (zero: lowest compared OMol25 entry of this formula, charge and spin): 38.5 kcal/mol

Element x y z (Å)
C -1.4116 -0.5105 -0.2753
C 0.0150 1.2446 0.3361
C -1.4089 0.7807 0.4828
C -0.1393 -0.6521 -1.0577
C 0.7516 0.3357 -0.3203
C -1.3095 -0.6003 1.2177
C 2.2379 0.1814 -0.3313
H -2.2333 1.4906 0.5217
H 0.1921 -1.6982 -1.0659
H -0.3740 -0.5892 1.7575
H -0.2364 -0.3123 -2.1011
H 2.5095 -0.8426 -0.0279
H 2.6363 0.3333 -1.3391
H -2.3688 -0.8593 -0.6557
H 2.7218 0.8751 0.3634
H -2.0109 -1.3031 1.6704
H 0.4283 2.1261 0.8248

Here are the Löwdin charges for atoms 1 to 6, given in e: -0.28 -0.04 -0.19 -0.12 -0.30 -0.06